1) C7H14N2 | the ωB97M-V functional and the def2-TZVPD basis

Results
- LUMO energy (eV) = 0.89
- SMILES string = C=C(C)N/C(CC)=N\C
- HOMO-LUMO gap (eV) = 9.754
- highest occupied orbital energy (eV) = -8.87

Positions of all 23 atoms, in Å:
C: 2.76102 -1.58029 0.13986
C: 1.20069 -1.29587 0.25117
C: 0.85016 0.21291 -0.09645
C: -1.70274 -0.25625 -0.16307
C: -2.46945 0.46634 0.94089
C: -2.31843 -1.27784 -0.74841
C: 1.01643 2.45829 -0.26039
H: 3.22378 -1.42880 -0.82511
H: 3.14029 -2.56883 0.43892
H: 3.24760 -0.87258 0.80256
H: 0.64610 -2.01887 -0.33670
H: 0.84929 -1.14090 1.24496
H: -0.52320 0.96258 -1.44276
H: -3.55702 0.15251 1.03405
H: -2.19815 -0.02520 1.91450
H: -2.38425 1.52809 0.75052
H: -3.34095 -1.40300 -0.48028
H: -2.07522 -1.78195 -1.62329
H: 0.21490 2.59743 0.46001
H: 1.69389 3.33671 -0.17318
H: 0.59828 2.37261 -1.26425
N: -0.48309 0.34904 -0.59733
N: 1.61006 1.21387 0.03379

natural (NBO) population analysis, charges in e, atoms 1 to 4:
1. C -0.61
2. C -0.45
3. C 0.48
4. C 0.19

=====

2) C7H14N2 | the ωB97M-V functional and the def2-TZVPD basis

Results
- LUMO energy (eV) = 0.02
- HOMO-LUMO gap (eV) = 8.450
- highest occupied orbital energy (eV) = -8.43

Positions of all 23 atoms, in Å:
C: 1.46919 1.01324 -2.41295
C: 1.72864 0.67524 -0.96799
C: 1.24611 -0.12612 0.00417
C: 1.80699 -0.66194 1.27477
C: -1.30890 0.18113 0.01638
C: -1.11233 1.72195 0.61400
C: -2.75279 -1.72054 0.50992
H: 2.06419 2.23423 -2.83301
H: 2.10542 0.13068 -3.04087
H: 0.35887 1.09667 -2.46555
H: 2.71977 1.25348 -0.59667
H: 1.29900 -0.27634 2.00932
H: 1.83134 -1.75464 1.58268
H: 2.82868 -0.48478 1.30546
H: 0.02776 -1.58121 0.38195
H: -0.04665 2.19097 -0.01979
H: -2.25434 2.09965 0.55415
H: -0.92912 1.58496 2.23264
H: -1.42649 -2.35715 0.79809
H: -3.29903 -2.24053 -0.89372
H: -3.75480 -1.93674 1.79844
N: -0.12733 -0.68708 -0.17133
N: -2.47419 -0.35511 0.31991

natural (NBO) population analysis, charges in e, atoms 1 to 4:
1. C -0.63
2. C -0.25
3. C 0.17
4. C -0.66

=====

3) C7H14N2 | the ωB97M-V functional and the def2-TZVPD basis

Results
- LUMO energy (eV) = 0.94
- SMILES string = CC(C)(C)N1C=CCN1
- HOMO-LUMO gap (eV) = 8.800
- highest occupied orbital energy (eV) = -7.86

Positions of all 23 atoms, in Å:
C: -2.54569 0.28881 0.38985
C: -1.48660 -0.31011 0.92386
C: -2.22774 0.62744 -1.02587
C: 1.02475 1.03499 0.98708
C: 1.69870 -1.33733 0.80599
C: 1.63078 0.16196 -1.20066
C: 0.91898 -0.18785 0.17761
N: -1.06325 -0.27865 -1.32452
N: -0.57638 -0.69095 -0.05365
H: -3.52948 0.70361 0.88023
H: -1.38696 -0.88035 1.92590
H: -3.04802 0.42029 -1.76073
H: -1.89915 1.65147 -1.04308
H: 0.26679 1.87571 0.51895
H: 0.74659 0.99309 1.96306
H: 2.08345 1.31182 1.06131
H: 1.93833 -2.13929 0.08583
H: 1.24100 -1.95275 1.50823
H: 2.59845 -0.96574 1.33701
H: 1.41023 -0.66151 -1.96520
H: 1.04224 1.08968 -1.46101
H: 2.71379 0.37438 -0.97211
H: -1.55083 -1.12871 -1.75810

natural (NBO) population analysis, charges in e, atoms 1 to 4:
1. C -0.29
2. C -0.05
3. C -0.27
4. C -0.63

=====

4) C7H14N2 | the ωB97M-V functional and the def2-TZVPD basis

Results
- LUMO energy (eV) = 0.89
- SMILES string = [H]/N=C/C.C=C(C)C.C#N
- HOMO-LUMO gap (eV) = 9.370
- highest occupied orbital energy (eV) = -8.48

Positions of all 23 atoms, in Å:
C: 0.01612 1.59799 0.40408
C: 0.09419 1.78138 1.89036
C: 1.03011 2.35776 -0.39746
C: -1.08687 1.05692 -0.17971
C: -0.63418 -2.50211 -1.80722
C: -0.75991 -1.91882 -0.43655
C: 1.57040 -1.45068 0.31773
N: 1.80504 -0.35264 0.61344
N: -1.02194 -2.65994 0.55309
H: -1.12264 -2.15266 1.43234
H: 1.78047 -2.49624 0.25190
H: 0.92167 2.17174 -1.46307
H: -0.83135 -0.72169 -0.37875
H: 1.07294 1.47635 2.25163
H: -0.03851 2.83240 2.15205
H: -0.66371 1.19772 2.40764
H: 2.03337 2.06272 -0.09856
H: 0.93682 3.42982 -0.21509
H: -1.31686 1.29367 -1.21050
H: -1.98909 0.92664 0.40351
H: 0.30772 -2.20930 -2.26809
H: -0.67735 -3.58907 -1.76592
H: -1.42644 -2.13196 -2.45686

natural (NBO) population analysis, charges in e, atoms 1 to 4:
1. C 0.12
2. C -0.66
3. C -0.66
4. C -0.52

=====

1) comes first in stability; the runner-up is 0.0159 hartree higher.

=====

1) C3H4N2O2 | the ωB97M-V functional and the def2-TZVPD basis

Results
- LUMO energy (eV) = 0.41
- SMILES string = N#CCO/C=N\O
- HOMO-LUMO gap (eV) = 9.967
- highest occupied orbital energy (eV) = -9.56

Positions of all 11 atoms, in Å:
C: -1.29618 -0.75649 -0.36948
C: 0.92382 -0.92874 0.68298
C: 1.54284 0.23470 0.02525
H: -1.10816 2.31379 0.28036
H: -1.76903 -1.40790 -1.14350
H: 0.48286 -0.81950 1.74699
H: 1.86120 -1.74132 0.50526
N: -1.70383 0.47414 -0.33279
N: 1.97070 1.06925 -0.68689
O: -0.95190 1.21271 0.66026
O: -0.09283 -1.26842 -0.19574

natural (NBO) population analysis, charges in e, atoms 1 to 4:
1. C 0.32
2. C -0.17
3. C 0.25
4. H 0.49

=====

2) C3H4N2O2 | the ωB97M-V functional and the def2-TZVPD basis

Results
- LUMO energy (eV) = 0.48
- SMILES string = Oc1c[nH]c(O)n1
- HOMO-LUMO gap (eV) = 8.712
- highest occupied orbital energy (eV) = -8.24

Positions of all 11 atoms, in Å:
O: -2.15117 0.83180 -0.01159
C: -0.95627 0.43836 -0.54761
N: 0.14074 1.14800 -0.43825
C: 1.07227 0.22870 -0.05775
O: 2.31503 0.61780 0.28157
C: 0.55219 -1.03750 0.02304
N: -0.74289 -0.89022 -0.44693
H: -1.92735 0.55171 0.90019
H: 2.31676 1.58150 0.19275
H: 0.90401 -1.94868 0.47004
H: -1.52333 -1.52147 -0.36546

natural (NBO) population analysis, charges in e, atoms 1 to 4:
1. O -0.67
2. C 0.60
3. N -0.53
4. C 0.40

=====

3) C3H4N2O2 | the ωB97M-V functional and the def2-TZVPD basis

Results
- LUMO energy (eV) = 0.78
- HOMO-LUMO gap (eV) = 10.887
- highest occupied orbital energy (eV) = -10.10

Positions of all 11 atoms, in Å:
C: 2.14041 -0.96400 -0.73242
C: -0.00221 0.18322 -0.18933
C: -1.75996 0.77480 0.46437
H: 1.83318 -2.07325 -0.52408
H: 2.68154 -1.22141 -1.74686
H: 2.81468 -0.53810 0.21616
H: -2.86775 1.13508 0.79530
N: -0.85766 1.15596 -0.51230
N: -1.26394 -0.03328 1.37212
O: 1.00058 -0.20804 -1.10849
O: 0.01444 -0.43261 0.85662

natural (NBO) population analysis, charges in e, atoms 1 to 4:
1. C -0.29
2. C 0.81
3. C 0.15
4. H 0.19

=====

2) comes first in stability; the runner-up is 0.0925 hartree higher.

=====

1) C3H4N2O2 | the ωB97M-V functional and the def2-TZVPD basis

Results
- LUMO energy (eV) = 0.16
- HOMO-LUMO gap (eV) = 9.360
- highest occupied orbital energy (eV) = -9.20

Positions of all 11 atoms, in Å:
C: 0.34453 -0.16858 1.46160
N: -0.23160 -0.19600 0.15966
N: -1.13342 0.89657 -0.12749
C: -0.62198 1.06366 -1.27900
O: -0.19667 -0.06268 -1.97221
C: 0.09541 -0.93714 -0.93499
O: 0.54688 -2.04628 -1.01427
H: 0.76302 0.81763 1.72360
H: -0.45071 -0.42166 2.15388
H: 1.13955 -0.91305 1.47050
H: -0.23081 1.98896 -1.65857

natural (NBO) population analysis, charges in e, atoms 1 to 4:
1. C -0.40
2. N -0.34
3. N -0.29
4. C 0.40

=====

2) C3H4N2O2 | the ωB97M-V functional and the def2-TZVPD basis

Results
- LUMO energy (eV) = 0.47
- SMILES string = O=C1NCC=NO1
- HOMO-LUMO gap (eV) = 11.005
- highest occupied orbital energy (eV) = -10.53

Positions of all 11 atoms, in Å:
C: 1.45408 -0.44228 -0.06774
C: -0.58951 0.71622 0.20384
C: -1.32729 -0.57912 -0.13701
H: 1.19051 1.63103 -0.20917
H: -1.09551 1.60470 -0.21721
H: -0.69656 0.85381 1.28760
H: -2.38962 -0.60652 -0.37903
N: 0.78671 0.71383 -0.37862
N: -0.69416 -1.71048 -0.19765
O: 2.66213 -0.56260 -0.02259
O: 0.69922 -1.61859 0.11759

natural (NBO) population analysis, charges in e, atoms 1 to 4:
1. C 0.86
2. C -0.30
3. C 0.03
4. H 0.42

=====

2) comes first in stability; the runner-up is 0.0272 hartree higher.

=====

1) C6H14O | the ωB97M-V functional and the def2-TZVPD basis

Results
- LUMO energy (eV) = 0.96
- SMILES string = CC(C)C[C@@H](C)O
- HOMO-LUMO gap (eV) = 11.224
- highest occupied orbital energy (eV) = -10.26

Positions of all 21 atoms, in Å:
C: 1.98287 0.25525 0.22079
C: 0.87895 -0.80387 0.23638
C: 1.34008 -2.07233 -0.48264
C: -0.42691 -0.29523 -0.38737
C: -0.97902 0.98211 0.23378
C: -2.33481 1.36446 -0.35980
O: -1.06858 0.75859 1.63591
H: 2.92083 -0.15976 0.60751
H: 1.72205 1.11713 0.84401
H: 2.17422 0.61378 -0.79993
H: 0.66706 -1.05256 1.28372
H: 2.24689 -2.47989 -0.02146
H: 1.56939 -1.86287 -1.53595
H: 0.56857 -2.85085 -0.45704
H: -1.19294 -1.08078 -0.31574
H: -0.26680 -0.10095 -1.45860
H: -0.26246 1.79718 0.03550
H: -3.12424 0.76124 0.10110
H: -2.35791 1.18885 -1.44068
H: -2.57080 2.42246 -0.19251
H: -1.44852 1.54588 2.04459

natural (NBO) population analysis, charges in e, atoms 1 to 4:
1. C -0.61
2. C -0.22
3. C -0.60
4. C -0.40

=====

2) C6H14O | the ωB97M-V functional and the def2-TZVPD basis

Results
- LUMO energy (eV) = 0.65
- SMILES string = C=CCCCC.O
- HOMO-LUMO gap (eV) = 10.372
- highest occupied orbital energy (eV) = -9.72

Positions of all 21 atoms, in Å:
C: 0.86712 -1.01044 2.67429
C: 0.92312 -0.97570 1.07854
C: 1.17114 0.47984 0.62471
C: 0.02043 1.48639 0.82378
C: -2.02937 1.20681 -0.48139
C: -1.37693 1.01883 0.65564
H: 0.40224 -1.97563 2.92479
H: 0.40306 -0.07131 3.03252
H: 1.87259 -0.99813 3.07143
H: 1.74324 -1.59101 0.70974
H: -0.03594 -1.31848 0.68983
H: 1.38028 0.41748 -0.44927
H: 2.16110 0.88004 0.95194
H: 0.21587 2.37600 0.20468
H: 0.19983 1.85933 1.84445
H: -1.52018 1.71641 -1.30817
H: -3.00567 0.80091 -0.75195
H: -1.76692 0.58583 1.56588
H: -1.18595 -1.29929 -5.74961
H: 0.01455 -2.09986 -5.76614
O: -0.45363 -1.48801 -6.34570

natural (NBO) population analysis, charges in e, atoms 1 to 4:
1. C -0.62
2. C -0.39
3. C -0.39
4. C -0.45

=====

1) comes first in stability; the runner-up is 0.0515 hartree higher.